Entry 1:
This record from the Open Molecules 2025 dataset describes a 2-piece molecular cluster, C2H8NO overall. The level of theory is ωB97M-V/def2-TZVPD.

Computed properties:
E_HOMO   -15.7 eV
Charge   +1
Electronic energy   -210.69593 Ha
F_max   6.39 eV/Å
ΔE to the lowest compared entry with this formula, charge and spin   150.1 kJ/mol

Geometry as XYZ:
```
12
Properties=species:S:1:pos:R:3:nbo_charge:R:1
C -1.0652 0.2363 0.2364 -0.09
C -2.3627 0.0412 0.1670 -0.31
N -0.2239 -0.0771 -0.9956 -0.73
H -0.5005 0.5998 1.1376 0.25
H -2.9215 0.3867 1.0471 0.25
H -2.9425 -0.4123 -0.5761 0.23
H 0.7546 -0.0721 -0.4974 0.48
H -0.3208 -1.0283 -1.2798 0.46
H -0.1154 0.7410 -1.5595 0.46
H 3.7310 -0.6424 0.4634 0.50
H 3.0489 0.3627 1.3415 0.49
O 2.9180 -0.1356 0.5153 -0.98
```

Entry 2:
This record from the Open Molecules 2025 dataset describes C3H5CeLiO4 as an isolated structure. The level of theory is ωB97M-V/def2-TZVPD.

Computed properties:
2S+1   3
<S²>   2.001
E_HOMO (alpha / beta)   -14.6 / -15.1 eV
Charge   +2
Electronic energy   -900.17706 Ha
F_max   5.05 eV/Å
ΔE to the lowest compared entry with this formula, charge and spin   276.5 kJ/mol

Geometry as XYZ:
```
14
Properties=species:S:1:pos:R:3:nbo_charge:R:1
Ce 3.2680 0.4310 0.4126 1.90
O 1.9749 -1.5952 1.1561 -0.82
C 0.7336 -1.9544 1.1220 0.28
H 0.1270 -1.5544 1.9595 0.17
H 0.4352 -2.9560 0.7630 0.20
C -0.1250 -0.4826 -0.3960 -0.63
O -0.7298 0.4703 -1.3326 -0.61
C -0.5892 1.7515 -1.0708 1.02
O 0.4626 2.1788 -0.6231 -0.67
O -1.8064 2.1700 -0.7306 -0.68
Li -2.6535 -0.6342 -0.5802 0.98
H 0.6448 -0.8214 -1.1139 0.18
H 0.0136 0.0929 0.5370 0.16
H -1.7557 2.9035 -0.1031 0.52
```

Entry 3:
This record from the Open Molecules 2025 dataset describes a 3-piece molecular cluster, C12H22FIN5O4P2 overall. The level of theory is ωB97M-V/def2-TZVPD.

Computed properties:
E_HOMO   -11.6 eV
Charge   +1
Electronic energy   -2125.09408 Ha
F_max   6.47 eV/Å

Geometry as XYZ:
```
47
Properties=species:S:1:pos:R:3:nbo_charge:R:1
O -1.0464 5.5972 -0.3097 -1.02
P 0.1765 4.7042 0.0155 1.16
P -0.3683 2.5482 0.0249 1.06
C -0.1549 1.9996 1.8400 -0.71
C 0.2573 0.4473 2.0118 -0.45
C 1.7006 0.4112 2.7500 -0.54
I 2.1567 -1.6786 3.1945 0.13
C -2.1590 2.4870 -0.5704 -0.84
C -3.1907 2.1128 0.6297 0.86
O -3.8012 2.9825 1.2789 -0.45
F -3.3533 0.6727 0.8476 -0.35
C 0.8243 1.5292 -1.0732 -0.12
C 0.2280 0.9523 -2.3852 -0.24
C 1.2006 0.0731 -3.2796 -0.14
C 2.6726 -0.1153 -2.7311 -0.21
C 3.0227 0.6071 -1.3945 0.05
N 2.1636 1.4052 -0.5733 -0.44
H 1.2599 4.9825 -0.8818 0.02
H 0.5880 5.0671 1.3615 0.01
H 0.6978 2.6352 2.2950 0.28
H -1.0994 2.2097 2.4527 0.29
H -0.5627 -0.0360 2.6690 0.25
H 0.3238 -0.1501 1.0394 0.24
H 2.5470 0.8117 2.0855 0.24
H 1.6221 1.0179 3.7348 0.23
H -2.3587 1.7505 -1.4222 0.30
H -2.4757 3.5334 -0.9636 0.35
H -0.8308 1.0905 -2.7798 0.25
H 0.8480 -0.4081 -4.2707 0.27
H 3.4309 -0.7613 -3.3068 0.27
H 4.1046 0.4602 -1.0098 0.25
C 5.0652 -4.9040 1.9655 0.77
O 5.5315 -3.8241 2.2949 -0.67
N 5.8379 -5.9454 1.5732 -0.84
N 3.7326 -5.1543 1.9637 -0.85
H 5.4740 -6.8401 1.2990 0.39
H 6.8345 -5.7984 1.5613 0.41
H 3.1258 -4.4033 2.2499 0.40
H 3.3281 -6.0336 1.6968 0.39
C -5.8845 -1.1447 -1.6428 0.77
O -5.8006 -2.0559 -0.8370 -0.65
N -6.5177 -1.2765 -2.8333 -0.84
N -5.3497 0.0829 -1.4165 -0.87
H -6.5977 -0.5387 -3.5095 0.39
H -6.9281 -2.1738 -3.0378 0.42
H -4.8679 0.2241 -0.5407 0.41
H -5.4073 0.8467 -2.0659 0.38
```